No. 1
A structure of composition C40H41LaP2 in a non-equilibrium geometry. Source: the Open Molecules 2025 dataset; level of theory: ωB97M-V/def2-TZVPD.

Last column: Löwdin charge in e.
Element x y z (Å)
C 0.61 -1.62 -3.02  -0.125
C -0.40 -1.91 -2.06  -0.412
C -1.74 -1.91 -2.44  -0.089
C -2.08 -1.74 -3.77  -0.063
C -1.10 -1.37 -4.70  -0.058
C 0.23 -1.27 -4.32  -0.057
P 0.01 -1.95 -0.27  0.935
C -1.30 -3.04 0.44  -0.373
C -2.38 -2.52 1.19  -0.137
C -3.41 -3.38 1.60  -0.062
C -3.36 -4.74 1.30  -0.043
C -2.26 -5.27 0.60  -0.036
C -1.22 -4.42 0.20  -0.060
La -0.41 0.36 1.40  1.696
P 0.08 2.22 -0.85  0.897
C -1.44 2.32 -1.83  -0.377
C -1.35 2.69 -3.18  -0.066
C -2.45 2.53 -4.02  -0.046
C -3.61 1.90 -3.54  -0.043
C -3.69 1.53 -2.19  -0.061
C -2.61 1.72 -1.33  -0.119
C -0.21 3.21 0.69  -0.443
C 0.69 3.00 1.77  -0.211
C 0.43 3.66 2.98  -0.079
C -0.66 4.52 3.06  -0.045
C -1.54 4.72 2.00  -0.039
C -1.34 4.05 0.79  -0.070
C 1.83 2.66 -1.19  -0.357
C 2.82 1.66 -1.04  -0.109
C 4.05 1.80 -1.69  -0.050
C 4.29 2.95 -2.45  -0.040
C 3.29 3.91 -2.63  -0.047
C 2.05 3.77 -2.00  -0.080
C 1.55 -2.88 -0.10  -0.379
C 1.99 -3.66 -1.18  -0.111
C 3.24 -4.27 -1.15  -0.045
C 4.06 -4.14 -0.02  -0.046
C 3.60 -3.42 1.10  -0.056
C 2.34 -2.81 1.06  -0.083
H 1.59 2.37 1.60  0.105
H 1.10 3.49 3.82  0.122
H -0.82 5.07 3.98  0.120
H -2.37 5.41 2.08  0.121
H -1.99 4.18 -0.09  0.116
H -0.42 3.12 -3.56  0.109
H -2.40 2.90 -5.06  0.126
H -4.44 1.67 -4.22  0.125
H -4.61 1.10 -1.80  0.118
H -2.66 1.38 -0.28  0.076
H 2.56 0.73 -0.52  0.092
H 4.77 0.98 -1.65  0.121
H 5.25 3.04 -2.96  0.123
H 3.46 4.75 -3.31  0.123
H 1.24 4.48 -2.15  0.116
H 1.36 -3.79 -2.06  0.107
H 3.58 -4.87 -2.00  0.120
H 5.03 -4.63 0.02  0.117
H 4.21 -3.36 2.00  0.119
H 1.95 -2.27 1.93  0.075
H -2.42 -1.45 1.46  0.039
H -4.24 -2.96 2.18  0.120
H -4.16 -5.40 1.65  0.123
H -2.22 -6.34 0.39  0.124
H -0.34 -4.84 -0.28  0.111
H -2.52 -2.13 -1.72  0.107
H -3.11 -1.89 -4.08  0.118
H -1.36 -1.17 -5.75  0.120
H 0.95 -0.93 -5.08  0.121
H 1.67 -1.62 -2.70  0.114
H 0.76 0.46 -1.52  0.042
H -0.07 0.12 -1.36  0.011
C -1.22 -0.03 4.69  -0.087
C 0.14 0.64 4.49  -0.555
C 0.95 0.66 5.79  -0.064
C 0.88 -0.06 3.36  -0.377
H -1.12 -1.01 5.17  0.100
H -1.78 -0.19 3.75  0.025
H -1.89 0.55 5.34  0.096
H -0.06 1.70 4.23  0.086
H 1.16 -0.35 6.15  0.091
H 1.92 1.16 5.65  0.081
H 0.41 1.19 6.59  0.090
H 1.86 0.41 3.18  0.056
H 0.83 -1.15 3.43  0.044

Computed properties:
Total charge ... +2
HOMO energy ... -0.4755 Ha

***

No. 2
A structure of composition C15H32MgNO3P2 in a non-equilibrium geometry. Source: the Open Molecules 2025 dataset; level of theory: ωB97M-V/def2-TZVPD.

Last column: Löwdin charge in e.
Element x y z (Å)
Mg 0.00 -0.22 0.15  0.623
P -2.46 0.37 -0.77  0.865
C -1.85 1.72 -1.86  -0.318
C -0.61 2.46 -1.37  -0.295
N 0.28 1.83 -0.57  0.055
C 1.43 2.46 -0.24  -0.303
C 1.65 3.80 -0.56  -0.008
C 0.75 4.47 -1.39  -0.011
C -0.39 3.77 -1.82  -0.003
C 2.51 1.73 0.52  -0.296
P 2.57 -0.13 0.42  0.863
H -1.14 4.22 -2.49  0.129
H 2.55 4.27 -0.19  0.127
H 0.92 5.51 -1.71  0.127
H 3.50 2.05 0.15  0.095
H 2.46 2.00 1.59  0.108
H -1.64 1.27 -2.85  0.107
H -2.67 2.44 -1.97  0.094
H 1.44 -2.06 -3.99  0.032
O 1.10 -1.14 -4.10  -0.099
H 0.75 -1.06 -5.01  0.045
H 2.36 -3.68 -1.59  0.060
O 2.90 -3.14 -2.20  -0.075
H 3.62 -3.74 -2.51  0.070
C 3.80 -0.20 -0.93  -0.257
H 4.73 0.26 -0.59  0.056
H 3.95 -1.24 -1.24  0.020
H 3.38 0.37 -1.77  0.059
C 3.52 -0.50 1.94  -0.246
H 3.66 -1.59 2.02  0.051
H 4.50 -0.02 1.92  0.056
H 2.95 -0.15 2.81  0.053
C -3.44 1.48 0.34  -0.242
H -4.25 1.95 -0.22  0.053
H -3.85 0.89 1.16  0.036
H -2.76 2.26 0.73  0.053
C -3.81 -0.42 -1.76  -0.250
H -4.18 -1.29 -1.21  0.046
H -4.64 0.27 -1.95  0.051
H -3.39 -0.77 -2.71  0.045
C -2.76 -1.60 2.72  -0.050
C -1.32 -2.07 2.44  -0.760
C -0.53 -2.07 3.74  -0.048
C -1.37 -3.47 1.85  -0.046
O -0.71 -1.17 1.55  -0.391
H -3.23 -2.25 3.46  0.090
H -3.35 -1.60 1.79  0.067
H -2.75 -0.56 3.08  0.080
H -0.96 -2.74 4.48  0.086
H 0.49 -2.37 3.54  0.074
H -0.51 -1.06 4.14  0.081
H -1.94 -3.45 0.92  0.076
H -0.36 -3.79 1.61  0.076
H -1.81 -4.18 2.54  0.088

Computed properties:
Total charge ... +1
HOMO energy ... -0.4017 Ha

***

No. 3
The molecule C5H9N in a non-equilibrium geometry. Source: the Open Molecules 2025 dataset; level of theory: ωB97M-V/def2-TZVPD.

Last column: Löwdin charge in e.
Element x y z (Å)
C 0.76 1.37 -1.08  -0.125
C 1.25 0.19 -0.23  -0.282
C 0.16 -0.72 0.17  -0.346
C 0.10 -2.03 -0.13  0.062
C -1.39 0.96 1.04  -0.065
N -1.23 -0.14 0.39  -0.003
H -0.22 0.85 -1.46  0.107
H 1.48 1.56 -1.96  0.087
H 0.83 2.27 -0.41  0.078
H 2.03 -0.49 -0.77  0.134
H 1.81 0.67 0.60  0.099
H 1.02 -2.67 -0.13  0.085
H -0.79 -2.48 -0.39  0.029
H -2.25 1.19 1.73  0.080
H -0.52 1.51 1.43  0.060

Computed properties:
Structure (SMILES) ... C=NC(=C)CC
HOMO energy ... -0.3324 Ha

***

No. 4
A structure of composition C2H2N2O3 in a non-equilibrium geometry. Source: the Open Molecules 2025 dataset; level of theory: ωB97M-V/def2-TZVPD.

Last column: Löwdin charge in e.
Element x y z (Å)
C -0.43 1.07 1.80  -0.456
C 0.18 0.22 -0.68  0.172
N -0.60 1.89 2.58  0.152
N 0.21 -1.23 -0.91  -0.435
O -0.77 -1.75 -0.47  0.125
O 1.16 -1.76 -1.47  0.101
O -0.22 0.08 1.07  0.007
H 1.21 0.76 -0.74  0.172
H -0.73 0.72 -1.18  0.162

Computed properties:
HOMO energy ... -0.4022 Ha

***

No. 5
A structure of composition C21H28N3O4SSeV in a non-equilibrium geometry. Source: the Open Molecules 2025 dataset; level of theory: ωB97M-V/def2-TZVPD.

Last column: Löwdin spin population.
Element x y z (Å)
V -0.09 0.64 -0.14  2.823
C -1.10 -2.07 -1.78  0.001
C -0.19 -1.18 -2.60  0.004
O 0.80 -0.55 -1.78  0.013
C 2.00 -1.25 -1.50  0.003
C 1.89 -2.12 -0.26  0.001
O 1.22 -1.38 0.75  0.014
C 0.86 -2.21 1.85  0.001
C -0.11 -1.44 2.72  0.001
O -1.09 -0.78 1.95  0.019
C -2.30 -1.42 1.62  0.001
C -2.18 -2.18 0.31  0.002
O -1.52 -1.35 -0.63  0.017
H -0.59 -2.99 -1.46  0.000
H -1.97 -2.37 -2.39  0.000
H -0.76 -0.36 -3.03  0.001
H 0.28 -1.75 -3.40  0.000
H 2.76 -0.48 -1.35  0.000
H 2.30 -1.86 -2.36  0.000
H 2.89 -2.41 0.07  0.000
H 1.32 -3.03 -0.47  0.000
H 1.74 -2.48 2.43  0.000
H 0.40 -3.12 1.46  0.000
H 0.41 -0.65 3.26  0.000
H -0.57 -2.11 3.45  0.000
H -3.03 -0.61 1.50  0.000
H -2.64 -2.09 2.42  0.000
H -3.17 -2.47 -0.05  0.000
H -1.59 -3.10 0.45  0.000
S -0.70 2.21 -1.94  0.007
C 0.99 2.53 -1.63  0.026
C 1.84 3.33 -2.41  0.000
C 3.16 3.47 -2.04  0.016
C 3.64 2.82 -0.90  -0.001
C 2.75 2.05 -0.18  0.013
N 1.47 1.92 -0.53  0.005
H 1.44 3.81 -3.29  -0.001
H 3.82 4.08 -2.64  0.001
H 4.66 2.92 -0.59  0.000
H 3.06 1.53 0.72  0.001
C -0.91 4.39 4.15  0.000
N -0.90 4.69 2.73  0.003
C -0.91 3.80 1.72  0.006
Se -1.01 1.95 1.93  0.015
N -0.89 4.49 0.57  0.003
C -0.86 5.85 0.83  0.000
C -0.84 6.96 -0.01  0.000
C -0.82 8.20 0.60  0.001
C -0.82 8.33 2.00  0.001
C -0.84 7.22 2.83  0.000
C -0.86 5.98 2.21  0.000
H -0.95 3.31 4.28  0.000
H -1.79 4.84 4.61  0.000
H -0.01 4.78 4.63  0.000
H -0.96 4.02 -0.34  0.001
H -0.84 6.85 -1.08  0.000
H -0.80 9.09 -0.01  0.000
H -0.80 9.32 2.43  0.000
H -0.84 7.32 3.91  0.000

Computed properties:
Spin multiplicity ... 4
Total charge ... +1
HOMO energy (alpha / beta) ... -0.3565 / -0.3782 Ha

***

No. 6
A structure of composition C37H47FN7O4Ta. Source: the Open Molecules 2025 dataset; level of theory: ωB97M-V/def2-TZVPD.

Last column: Löwdin charge in e.
Element x y z (Å)
Ta 0.48 0.18 -0.81  1.983
F 3.65 -5.43 1.55  0.108
C 2.36 -5.33 1.21  -0.176
C 1.91 -4.16 0.70  0.090
C 0.57 -4.04 0.27  -0.051
C 0.05 -2.81 -0.23  -0.202
O 0.85 -1.76 -0.32  -0.192
C -1.30 -2.79 -0.60  -0.013
C -2.06 -3.95 -0.49  0.094
N -1.58 -5.09 -0.05  0.058
C -2.48 -6.25 0.07  -0.233
C -2.31 -7.41 -0.86  -0.068
C -3.49 -6.51 -0.99  -0.054
C -0.25 -5.18 0.37  -0.079
C 0.23 -6.38 0.91  0.090
C 1.54 -6.48 1.36  -0.111
N 2.06 -7.65 1.89  -0.068
C 2.86 -7.66 3.11  -0.105
C 3.94 -8.72 3.04  -0.063
N 3.30 -10.06 2.80  0.076
C 2.43 -10.04 1.56  -0.064
C 1.39 -8.93 1.67  -0.121
C -2.03 -1.60 -1.09  -0.437
O -3.15 -1.55 -1.45  0.227
O -1.23 -0.46 -1.05  -0.192
H 2.59 -3.32 0.61  0.140
H -3.11 -3.93 -0.76  0.168
H -2.75 -6.43 1.11  0.168
H -2.45 -8.41 -0.46  0.120
H -1.54 -7.33 -1.63  0.123
H -4.46 -6.86 -0.67  0.130
H -3.52 -5.86 -1.86  0.120
H -0.44 -7.21 1.01  0.114
H 2.21 -7.86 3.97  0.149
H 3.34 -6.70 3.28  0.133
H 4.50 -8.79 3.97  0.151
H 4.63 -8.55 2.21  0.149
H 2.73 -10.32 3.61  0.191
H 4.01 -10.79 2.71  0.196
H 1.96 -11.02 1.46  0.151
H 3.10 -9.87 0.72  0.149
H 0.69 -9.15 2.49  0.149
H 0.83 -8.92 0.74  0.137
C 0.33 1.02 -3.88  -0.055
C 0.56 2.49 -3.51  -0.175
C -0.67 3.10 -2.88  -0.179
C -1.56 3.80 -3.67  -0.005
C -2.72 4.33 -3.12  -0.011
C -3.01 4.13 -1.78  0.001
C -2.15 3.42 -0.95  -0.154
C -2.61 3.16 0.47  -0.182
C -3.76 2.16 0.52  -0.059
C -0.96 2.93 -1.51  -0.160
N -0.02 2.22 -0.65  -0.081
C 0.40 2.81 0.46  -0.028
C 0.94 1.97 1.44  -0.290
C 1.38 2.12 2.74  0.070
C 1.62 0.84 3.25  -0.004
C 1.32 -0.07 2.25  -0.064
N 0.89 0.59 1.13  -0.127
H 1.20 0.55 -4.33  0.079
H -0.52 0.91 -4.55  0.117
H 0.03 0.40 -3.01  0.014
H 0.81 3.03 -4.42  0.134
H 1.42 2.59 -2.84  0.084
H -1.34 3.96 -4.72  0.133
H -3.40 4.89 -3.74  0.131
H -3.92 4.54 -1.37  0.137
H -2.93 4.11 0.91  0.133
H -1.80 2.80 1.11  0.085
H -4.62 2.52 -0.04  0.087
H -4.08 1.99 1.55  0.087
H -3.47 1.20 0.08  0.063
H 0.35 3.89 0.59  0.178
H 1.49 3.06 3.27  0.145
H 1.96 0.59 4.24  0.129
H 1.40 -1.14 2.26  0.119
C 5.64 1.43 -2.30  0.019
N 4.20 1.44 -1.95  -0.069
C 3.77 2.64 -1.23  0.020
C 3.39 0.45 -2.24  -0.387
O 2.25 0.36 -1.55  -0.205
N 3.61 -0.49 -3.15  -0.093
C 4.38 -0.28 -4.39  0.009
C 2.90 -1.78 -3.04  -0.002
H 6.17 1.93 -1.49  0.109
H 5.84 1.95 -3.23  0.111
H 6.00 0.41 -2.35  0.104
H 4.44 2.81 -0.39  0.112
H 2.76 2.53 -0.85  0.053
H 3.82 3.51 -1.89  0.121
H 4.42 0.78 -4.63  0.102
H 3.84 -0.77 -5.20  0.109
H 5.38 -0.69 -4.33  0.108
H 2.90 -2.12 -2.00  0.084
H 3.44 -2.50 -3.64  0.112
H 1.88 -1.71 -3.42  0.094

Computed properties:
Total charge ... +4
HOMO energy ... -0.6337 Ha

***

No. 7
A cluster of 10 separate species, C5H30NO9 in total in a non-equilibrium geometry. Source: the Open Molecules 2025 dataset; level of theory: ωB97M-V/def2-TZVPD.

Last column: Löwdin charge in e.
Element x y z (Å)
C 2.20 0.82 -0.19  -0.046
C 0.89 1.48 -0.52  -0.340
N 0.38 0.98 -1.87  0.053
C -1.12 1.30 -1.77  -0.124
C -1.48 1.24 -0.31  -0.197
C -0.20 1.06 0.47  -0.171
H 3.02 1.19 -0.81  0.074
H 2.05 -0.32 -0.29  0.120
H 2.58 1.29 0.76  0.098
H 0.89 2.64 -0.53  0.191
H 0.43 -0.04 -1.96  0.098
H 0.74 1.49 -2.76  0.155
H -1.33 2.33 -2.27  0.167
H -1.58 0.60 -2.51  0.093
H -1.85 2.25 -0.09  0.112
H -2.30 0.42 -0.06  0.144
H -0.20 -0.07 0.80  0.130
H -0.19 1.65 1.58  0.176
H 2.27 1.62 3.44  0.010
H 3.16 0.68 4.30  0.057
O 2.59 0.68 3.50  -0.102
H 1.98 0.76 -4.30  0.086
H 0.61 0.16 -4.76  0.080
O 1.02 0.94 -4.31  -0.048
H -2.01 -3.04 4.01  0.050
H -1.11 -1.80 3.56  -0.017
O -1.98 -2.21 3.56  -0.049
H -0.51 -3.57 -0.57  0.079
H -0.81 -2.21 0.00  -0.033
O -0.11 -2.72 -0.34  -0.034
H 1.21 3.67 3.82  0.012
H 0.29 2.70 4.31  0.094
O 0.99 2.81 3.64  -0.012
H 0.41 -2.03 -3.57  0.040
H -0.01 -2.28 -2.07  0.034
O 0.12 -1.64 -2.79  -0.028
H 0.87 -0.88 3.49  0.011
H 1.07 -2.53 3.24  0.057
O 0.61 -1.77 3.53  -0.006
H -1.28 -0.75 -3.68  -0.018
H -2.65 -0.28 -4.36  0.031
O -1.72 -0.39 -4.45  -0.044
H -2.26 -1.92 1.73  -0.018
H -3.22 -2.39 0.61  0.053
O -2.45 -1.89 0.82  -0.017

Computed properties:
Total charge ... +1
HOMO energy ... -0.5005 Ha

***

No. 8
The molecule C22H26N4O6S in a non-equilibrium geometry. Source: the Open Molecules 2025 dataset; level of theory: ωB97M-V/def2-TZVPD.

Last column: Löwdin charge in e.
Element x y z (Å)
C -0.82 0.43 -1.58  -0.043
H -0.80 -0.65 -1.61  0.062
H -1.05 0.75 -0.57  0.064
H -1.61 0.79 -2.24  0.081
C 0.52 1.02 -2.04  -0.185
N 1.65 0.54 -1.27  -0.039
C 2.03 1.06 -0.08  -0.424
O 2.98 0.65 0.55  0.087
C 1.20 2.20 0.44  -0.143
C 0.25 1.97 1.42  -0.007
C -0.46 3.03 1.96  -0.043
C -0.20 4.31 1.52  -0.262
C 0.76 4.56 0.56  -0.045
C 1.46 3.50 0.02  -0.008
H 2.22 3.68 -0.73  0.129
H 0.92 5.58 0.24  0.116
S -1.05 5.69 2.30  0.655
O -2.29 5.23 2.83  -0.282
O -1.05 6.80 1.39  -0.283
N -0.07 6.11 3.59  -0.338
C 1.19 6.69 3.22  -0.105
H 1.94 5.93 2.94  0.091
H 1.01 7.36 2.39  0.081
H 1.58 7.27 4.06  0.094
C -0.03 5.14 4.65  -0.105
H 0.65 4.31 4.43  0.091
H -1.04 4.76 4.78  0.081
H 0.29 5.63 5.57  0.094
H -1.23 2.87 2.71  0.117
H 0.07 0.96 1.76  0.130
C 2.39 -0.59 -1.79  -0.060
C 1.53 -1.81 -1.94  -0.308
N 1.10 -2.42 -0.90  0.175
C 0.30 -3.51 -1.06  -0.210
C -0.17 -4.17 0.09  0.059
C -0.98 -5.28 -0.02  -0.186
C -1.35 -5.76 -1.32  -0.190
C -0.90 -5.11 -2.44  0.060
C -0.07 -3.99 -2.32  -0.077
C 0.42 -3.31 -3.51  -0.409
O 0.19 -3.60 -4.67  0.073
N 1.22 -2.21 -3.21  0.196
H 1.60 -1.72 -4.01  0.158
H -1.15 -5.44 -3.43  0.118
O -2.15 -6.86 -1.31  -0.060
C -2.55 -7.39 -2.55  -0.074
H -1.69 -7.72 -3.14  0.099
H -3.17 -8.25 -2.31  0.095
H -3.14 -6.67 -3.13  0.099
O -1.48 -5.99 1.01  -0.052
C -1.15 -5.59 2.32  -0.072
H -0.07 -5.63 2.49  0.099
H -1.51 -4.58 2.53  0.098
H -1.64 -6.30 2.98  0.096
H 0.13 -3.78 1.04  0.113
H 2.85 -0.32 -2.75  0.132
H 3.18 -0.79 -1.06  0.132
H 0.69 0.76 -3.08  0.121
H 0.47 2.11 -1.96  0.114

Computed properties:
Structure (SMILES) ... CCN(Cc1nc2cc(OC)c(OC)cc2c(=O)[nH]1)C(=O)c1ccc(S(=O)(=O)N(C)C)cc1
HOMO energy ... -0.3012 Ha